76
Properties=species:S:1:pos:R:3:forces:R:3 method="wB97M-V/def2-TZVPD" energy_ev=-59283.93707 s2=0.755 spin_multiplicity=2 total_charge=0 orbital_gap_ha="0.328 / 0.086"
P -0.2563 -0.8130 0.8083 3.0483 0.6994 1.8268
F -0.3754 -1.5214 -0.6548 -0.8933 0.9191 0.9494
F -1.9283 -0.6035 1.0375 1.0351 0.0342 -1.3052
F -0.3243 -2.2160 1.5960 -0.9758 -0.0548 -0.9907
F -0.0227 -0.1234 2.2530 -0.7130 0.3783 0.1632
F 1.3760 -0.9974 0.7693 -0.4441 -0.2441 -0.8615
F 0.0101 0.7009 0.1807 -1.6862 -1.3960 -0.5379
C -0.0551 2.3415 -2.7314 -0.0570 1.2443 -0.8276
O -0.6535 2.7719 -4.0072 0.0772 -0.9147 1.2009
H -0.8193 2.3952 -1.9560 -0.1327 -0.1288 -0.1870
H 0.4358 1.3686 -2.7052 -0.2244 -0.1045 -0.3920
H 0.6826 3.1028 -2.4782 0.1547 -0.1509 0.1584
H -0.1421 2.4136 -4.7364 0.1601 -0.0426 0.0710
C 2.6069 0.0254 3.9063 1.3012 0.1835 -0.7518
O 3.0116 -1.0305 3.0147 -0.1540 0.3605 0.9102
H 2.0644 0.7899 3.3501 -0.4919 -0.1114 0.3267
H 2.1582 -0.2716 4.8542 -0.5601 -0.3648 -0.3191
H 3.5303 0.5205 4.2068 0.1948 -0.0099 -0.0239
H 2.2541 -1.3078 2.4943 -0.0612 -0.0013 0.0543
C -2.1387 -2.5720 -3.7534 0.5897 -0.3569 0.7310
C -3.5430 -3.0453 -3.4186 2.3638 -0.2442 0.9678
O -4.3793 -2.5971 -4.3460 -2.3979 1.1736 -2.7482
H -1.4723 -2.8793 -2.9473 -0.0018 0.1394 0.0981
H -2.0553 -1.4903 -3.8590 -0.2895 0.1453 0.0710
H -1.6745 -2.9890 -4.6471 -0.5363 -0.2182 -0.2012
H -3.8845 -2.5990 -2.4846 0.3273 -0.0238 1.2155
H -3.5897 -4.1293 -3.3144 0.1267 -0.3003 0.2674
H -5.2829 -2.8286 -4.1192 -0.2030 -0.0968 -0.1751
C -3.6057 1.6445 -1.0306 0.1263 0.6148 1.3259
C -3.5781 0.2617 -1.7319 -0.9540 0.4597 0.6128
O -3.8165 -0.7288 -0.7563 -1.3995 0.7505 -2.6051
H -2.7660 1.7325 -0.3412 0.0984 0.1016 -0.1011
H -4.5152 1.7493 -0.4391 -0.0955 -0.1731 -0.1217
H -3.5923 2.4633 -1.7500 0.2168 -0.3562 -0.3107
H -2.5542 0.1961 -2.0998 0.3894 -0.3474 -0.2698
H -4.3671 0.3335 -2.4806 0.2669 -1.0750 -0.0833
H -3.2000 -0.5898 -0.0337 1.7059 -0.2316 1.4595
C -2.6838 2.1186 5.1812 -1.0280 0.3017 0.3080
C -1.9124 1.5274 4.0467 -0.0068 -0.0703 0.3070
O -2.1789 0.1487 3.8843 -0.3590 0.3715 0.0896
H -2.5443 1.6934 6.1751 0.4944 0.0852 -0.0946
H -3.7553 2.0439 4.9956 -0.1600 -0.2800 -0.1590
H -2.5166 3.1950 5.1437 0.3092 0.0768 0.5007
H -0.8474 1.7028 4.1984 0.2126 -0.0189 -0.1204
H -2.2543 2.1226 3.1999 0.2345 -0.1256 -0.6655
H -1.6431 -0.1252 3.1363 0.0782 -0.2489 0.1898
C 0.9493 -4.1484 -2.1829 0.3574 0.1664 -1.0878
C 2.2545 -3.4328 -1.8624 -1.2391 -1.0547 -1.6739
O 2.2584 -3.2581 -0.5131 1.1111 0.5252 1.8533
H 1.0320 -5.1709 -1.8146 -0.3419 0.1573 0.3355
H 0.8892 -4.2260 -3.2684 -0.4841 0.0333 -0.2040
H 0.1118 -3.5900 -1.7646 -0.0982 -0.3632 -0.0545
H 2.3382 -2.4486 -2.3233 0.1673 -0.1094 -0.6282
H 2.9855 -4.1475 -2.2405 0.8138 0.5541 0.4601
H 1.6152 -2.5575 -0.3824 0.1503 0.2203 0.6409
C 4.5258 1.0870 0.2379 -0.4940 -1.5438 -0.9111
C 3.4937 0.6284 -0.8394 0.1215 0.6078 1.1470
O 3.9191 1.1287 -2.0956 -0.2614 -0.0426 -0.4713
H 4.4675 2.1725 0.3187 0.3922 -0.0316 0.0295
H 5.4558 0.6860 -0.1650 0.4266 0.7053 0.1128
H 4.4344 0.6069 1.2121 -0.5152 0.1176 0.0574
H 2.5146 1.0196 -0.5628 -0.2752 0.0884 -0.1521
H 3.3524 -0.4459 -0.9571 0.4552 -0.0078 0.2217
H 3.8809 2.0869 -2.0517 0.0965 0.1012 -0.0389
C 1.4395 4.0597 0.4707 0.4210 -0.8554 -0.8394
C 1.5110 3.1004 1.6495 -1.1571 1.0980 -0.2757
O 1.7493 3.9124 2.7973 0.9086 -0.8229 0.6941
H 0.5308 4.6612 0.4936 0.1133 0.1558 0.1187
H 1.4394 3.5069 -0.4688 -0.2511 -0.1706 -0.1383
H 2.3341 4.6782 0.3983 -0.1122 0.2191 0.3624
H 2.2293 2.2903 1.5239 0.5933 0.5245 0.3600
H 0.5703 2.5549 1.7239 -0.2550 0.0736 0.1951
H 1.0057 4.4696 3.0384 -0.2340 -0.2457 -0.3780
O 1.2764 -4.6958 1.5375 -0.2727 -0.6547 0.6172
H 1.8005 -4.1918 0.9150 0.2840 0.1059 -0.3925
H 0.4342 -4.2417 1.5652 -0.1075 0.1005 0.0869

***

69
Properties=species:S:1:pos:R:3:forces:R:3 method="wB97M-V/def2-TZVPD" energy_ev=-33688.28279 de_lowest_kcal_mol=57.6 total_charge=0 orbital_gap_ha=0.369
C 10.8341 -0.8513 -2.3976 -1.5295 -0.6996 -0.1347
C 10.4749 0.5797 -2.0547 1.6117 0.1404 0.1261
O 10.1015 0.8056 -0.6993 -0.2918 -0.1811 0.0514
H 10.9732 -0.9762 -3.4740 0.4783 0.2936 0.0253
H 9.9769 -1.5123 -2.2165 0.1680 -0.0230 0.3729
H 11.6943 -1.2099 -1.8376 0.0693 0.0278 -0.0552
H 9.6991 1.0016 -2.6859 -0.0380 -0.0763 -0.0605
H 11.4332 1.0911 -2.2141 -0.3992 0.6519 -0.2834
H 10.9064 0.7909 -0.1686 0.0454 -0.0687 -0.1138
C 12.6001 5.0296 -0.0702 -0.8109 -0.3420 0.2774
C 11.9357 4.3213 -1.2339 -0.6559 1.5801 -0.1107
O 11.9001 5.2285 -2.3569 0.5107 -0.3580 -0.0672
H 12.2885 4.5012 0.8357 0.6025 -0.2760 0.0311
H 12.1057 5.9929 0.0786 0.3994 0.2557 -0.3687
H 13.6805 5.1006 -0.1607 0.0104 0.0904 0.1091
H 10.8784 4.2503 -0.9546 0.0991 -0.9671 0.0961
H 12.4188 3.3876 -1.5166 -0.1814 -0.1609 0.1774
H 11.6112 4.7114 -3.1217 -0.0534 0.0509 -0.1107
C 15.0657 0.0512 1.1465 0.3649 -0.6089 0.8527
C 13.5633 0.1216 1.3551 0.4474 0.2163 -0.4600
O 13.0773 1.2865 0.7022 -0.0710 0.1044 -0.6137
H 15.2950 -0.0603 0.0886 0.1070 0.5045 -0.0370
H 15.4886 -0.8461 1.6171 -0.3960 -0.1604 -0.0530
H 15.6184 0.8381 1.6619 -0.1739 0.4287 -0.5382
H 13.2867 0.1851 2.4091 0.0413 -0.4107 0.0285
H 13.1839 -0.7805 0.8585 -0.4857 0.0098 0.4084
H 12.2002 1.5298 1.0393 0.2388 -0.0020 0.4443
C 7.3653 2.8577 -1.5723 -1.4599 -0.7606 -1.0470
C 7.1895 2.0876 -0.2684 -0.0168 0.5515 -1.0433
O 8.0924 2.6486 0.6691 -0.0516 -0.4076 0.7484
H 7.1283 3.9179 -1.4976 0.4854 0.0973 0.4429
H 6.5835 2.5193 -2.2751 0.2436 -0.1688 0.0397
H 8.3067 2.6729 -2.0881 0.2149 0.1924 0.3052
H 7.3008 1.0056 -0.4146 0.5176 0.1376 0.0346
H 6.1431 2.1899 0.0326 0.2895 0.4072 0.5987
H 8.9545 2.6538 0.2315 -0.0639 -0.1003 -0.0821
C 10.2012 2.4819 4.3410 -0.1589 -0.6273 -0.4798
C 10.6891 2.9677 2.9709 0.0113 1.2955 1.1090
O 10.7652 1.9229 2.0294 -0.7773 -0.2206 -0.3471
H 9.1265 2.2906 4.2684 0.0339 -0.1100 -0.0213
H 10.3153 3.1647 5.1806 0.3435 0.2156 -0.2136
H 10.6849 1.5284 4.5604 0.0567 0.0849 0.2272
H 11.6730 3.4425 2.9872 0.1246 -0.3602 0.2617
H 10.0189 3.7913 2.6927 -0.0909 -0.3016 -0.5761
H 9.8584 1.6500 1.8076 0.1587 0.0315 0.0267
C 12.2594 7.1111 -4.7808 0.3613 0.8464 0.2309
O 12.0386 7.7949 -3.5581 0.0048 -0.0374 0.1832
H 13.2827 6.7230 -4.8396 -0.1893 -0.5835 0.1841
H 11.4760 6.3708 -4.9349 0.2061 -0.2592 -0.3114
H 12.2514 7.8598 -5.5760 -0.4474 -0.0187 0.0119
H 11.9289 7.1241 -2.8617 0.1075 0.0688 -0.3133
C 9.7388 8.5251 -0.0942 1.3192 -0.1402 -0.8735
O 9.4232 9.8353 -0.5301 -0.5984 0.0661 0.2446
H 9.0689 7.8154 -0.5789 -0.3079 0.2013 0.2974
H 10.7343 8.2813 -0.5097 -0.1270 -0.1661 0.3425
H 9.7874 8.3910 0.9893 -0.3397 0.0834 -0.0401
H 9.9227 10.4726 -0.0148 0.0782 -0.0591 0.0156
C 14.4614 9.0761 -0.6731 1.0399 0.3531 -0.4258
O 14.6169 8.3231 0.5168 -0.3569 -0.0226 0.1513
H 15.2164 8.7471 -1.4033 -0.3966 0.0006 -0.1365
H 13.4669 9.0716 -1.1298 0.0146 -0.2488 0.2057
H 14.7464 10.1088 -0.4501 -0.2757 -0.0972 0.1601
H 14.6557 7.3931 0.2797 -0.0860 -0.0060 0.0157
C 12.9948 3.0486 -4.7096 0.7448 -0.4822 -0.5109
O 11.6098 3.2862 -4.5182 0.1039 0.2161 -0.0031
H 13.2415 1.9964 -4.5251 -0.0235 0.1147 0.2348
H 13.3338 3.2499 -5.7324 -0.2907 0.1458 0.0052
H 13.6041 3.6892 -4.0735 -0.3313 -0.0071 0.2659
H 11.1661 3.0510 -5.3367 -0.1778 0.0549 0.0879

***

83
Properties=species:S:1:pos:R:3:forces:R:3 method="wB97M-V/def2-TZVPD" energy_ev=-110582.80071 s2=2.047 spin_multiplicity=3 total_charge=-1 orbital_gap_ha="0.280 / 0.297"
O -0.7856 2.1754 -2.6664 1.0532 -0.2430 -1.1351
V -0.6277 0.7911 -3.3724 -0.3332 -2.8307 2.6862
O 3.3170 -1.2177 -2.7873 -1.1228 -1.7822 1.0267
V 2.1891 -2.2376 -2.3041 -0.3137 2.5268 -0.2895
B -2.5190 -0.3367 -2.6051 0.4981 -0.1376 0.7931
H -1.8780 -0.2887 -1.5840 0.1987 0.2687 0.0734
H -1.8522 -0.9408 -3.3677 0.2958 -0.7302 -0.6701
H -3.5921 -0.7870 -2.3515 -0.1665 -0.0280 -0.3041
H -2.6201 0.7896 -2.9811 -0.2530 1.1876 -0.6571
B 2.6766 -2.8933 -0.1628 0.6034 0.3833 0.5166
H 3.3921 -1.9921 -0.4187 0.7691 0.7675 -0.0155
H 2.9063 -3.3680 0.9033 -0.0285 -0.0564 0.0801
H 1.5944 -2.4275 -0.2308 -1.1473 -0.0177 -0.4270
H 2.9080 -3.6671 -1.0341 -0.1359 -1.0790 -1.2370
B 0.0476 -3.6618 -2.5767 -0.8978 -0.1478 -0.4235
H 1.1122 -4.0025 -3.0039 1.3796 -0.5248 -0.2359
H -0.6343 -3.3811 -3.5244 -0.0147 0.0920 -0.0720
H -0.5122 -4.4443 -1.8605 0.3302 -0.2454 0.2222
H 0.2566 -2.6724 -1.9582 0.1133 1.1836 0.6364
C 0.3263 -2.5780 -6.6571 -0.6004 -0.0736 0.8031
F -0.2888 -1.9954 -7.6884 0.2401 -0.0703 0.0493
F -0.5437 -3.3774 -6.0420 0.1943 0.0249 -0.3636
F 1.3652 -3.2916 -7.0843 -0.2247 0.0677 -0.1637
S 0.9818 -1.3206 -5.4786 2.0036 1.4428 -0.3412
O -0.1418 -0.5754 -4.8970 -0.7430 0.4416 -0.1432
O 1.7261 -2.0612 -4.4934 -0.3413 -0.9989 0.2472
O 1.8123 -0.4857 -6.3055 -0.4261 -0.2605 -0.2092
C 1.0031 0.3157 -0.9300 0.7056 1.8034 -0.8300
O 0.8030 -0.2788 -2.2028 -0.8009 0.4678 -0.7138
H 2.0381 0.2378 -0.5764 -0.1621 -0.9054 0.1436
H 0.9777 1.4060 -1.0916 -0.4712 -0.0623 0.3737
H 0.2584 0.0639 -0.1766 0.1010 -0.3246 0.0538
C -2.0290 3.5353 1.4794 0.0387 -0.0147 0.5729
C -2.2960 2.1390 0.9557 -0.9494 -0.0894 -0.8754
C -3.3577 1.3849 1.7603 -0.0165 -0.0850 -0.1470
O -4.6449 1.9382 1.5276 0.2034 0.4100 0.0490
C -5.6261 1.2059 2.1840 -1.0582 -0.0105 0.5735
N -2.7439 2.2782 -0.4465 -0.2975 -0.3090 0.1508
H -2.9483 4.1243 1.4359 -0.0721 -0.1294 0.0138
H -1.2996 4.0776 0.8816 0.1687 -0.2148 -0.0188
H -1.7130 3.4957 2.5271 0.1011 0.1385 -0.0664
H -1.4391 1.4590 0.9462 0.3526 0.4483 0.1697
H -3.1502 1.3761 2.8396 0.0704 0.0076 -0.0283
H -3.3701 0.3546 1.3895 0.0253 -0.1390 0.1325
H -6.6218 1.6409 2.0447 0.2576 0.2371 -0.5196
H -5.5216 1.2512 3.2795 0.4246 -0.3787 -0.0859
H -5.6902 0.1729 1.8222 0.2353 -0.0677 0.1929
H -2.6698 1.3863 -0.9285 0.3125 0.0328 0.0194
H -3.7511 2.4193 -0.4231 0.0524 0.3325 0.0349
C 3.2832 2.8843 0.9384 -0.1164 -0.4392 -0.0632
C 3.4909 4.1147 1.8062 0.4301 -0.2292 -0.3474
C 4.6396 3.9093 2.7836 0.4137 0.8993 0.0494
O 4.5439 2.6779 3.4381 -0.2721 -0.1854 0.1732
C 5.0947 2.7032 4.7373 0.2523 0.4077 -0.4613
N 3.7890 5.3314 1.0256 -0.1291 -0.1974 0.0525
H 2.4038 2.9305 0.2905 -0.1822 0.2748 0.2885
H 3.1683 2.0335 1.6112 -0.0186 -0.1879 -0.2630
H 4.1032 2.6860 0.2411 0.2797 0.0961 0.3232
H 2.6056 4.2415 2.4366 -0.1433 0.2657 -0.2563
H 4.6491 4.7526 3.4930 -0.3098 -0.1623 0.1370
H 5.6150 4.0384 2.2769 -0.0849 -0.4929 -0.1796
H 6.0993 3.1402 4.6730 0.0955 -0.2204 0.2891
H 5.1362 1.6814 5.1007 0.0180 -0.0067 0.0676
H 4.5006 3.3353 5.4064 -0.0676 -0.0963 0.0438
H 3.3981 5.2039 0.0976 -0.2079 0.1976 0.0707
H 4.7905 5.3531 0.8551 0.0140 0.0595 0.0693
C -3.7556 -2.8520 0.7680 -0.3663 0.3107 -0.1136
C -2.3773 -2.4045 1.2423 -0.1510 -0.6668 -0.7998
C -1.7782 -3.4567 2.1676 -0.3838 0.1461 0.8398
O -0.9239 -2.8932 3.1587 0.2162 0.0495 -0.4154
C 0.4410 -2.7332 2.8152 0.3219 0.1917 0.8190
N -1.5342 -2.1470 0.0343 0.3233 -0.0186 1.7602
H -4.4581 -2.7773 1.6050 -0.1237 -0.2994 -0.1243
H -3.7615 -3.8484 0.3204 0.1795 -0.1490 0.3321
H -4.1233 -2.2203 -0.0448 0.1531 0.2598 0.1635
H -2.5088 -1.5340 1.8874 0.1173 0.2325 -0.1308
H -1.3165 -4.2998 1.6405 0.1451 0.1712 -0.1681
H -2.5847 -3.8650 2.7847 -0.1127 -0.1274 -0.2455
H 0.6792 -2.7990 1.7565 -0.1347 -0.2067 0.0431
H 1.0302 -3.4505 3.3993 0.0547 -0.2271 -0.3850
H 0.7890 -1.7586 3.1758 -0.2138 0.0998 -0.1928
H -0.6332 -2.5575 0.2721 0.0346 -0.1233 -0.6192
H -1.3190 -1.1563 0.0410 -0.1825 0.0658 -0.3984